Entry 1:
The ion C4H7N2O2 with charge +1, computed with ωB97M-V/def2-TZVPD.

Spin multiplicity: 1
Molecular weight: 115.11 g/mol
Frontier orbital gap: 8.1 eV
Relative energy (zero: lowest compared OMol25 entry of this formula, charge and spin): 2.724 eV
HOMO: -0.4879 Eh
Net charge: +1
LUMO energy: -5.158 eV

The geometry in XYZ format:
```
15
Properties=species:S:1:pos:R:3:forces:R:3:mulliken_charge:R:1
N 0.890 -0.628 -1.619 -2.115 0.069 1.663 -0.69
C 0.532 -0.325 -0.208 -1.558 -1.411 -0.052 0.08
C 0.541 1.078 0.173 0.146 1.179 -0.053 -0.20
N 0.771 1.497 1.371 -0.176 -2.022 1.092 -0.23
C -1.066 -0.430 -0.053 3.489 0.048 -1.126 -0.22
O -1.821 0.095 -0.995 -1.922 2.415 1.029 -0.50
C -1.554 -1.183 0.873 -1.271 -1.727 2.564 0.76
O -1.993 -1.797 1.749 0.336 0.316 -0.486 -0.29
H 0.925 -1.626 -1.807 -0.750 -0.188 0.325 0.28
H 1.824 -0.446 -1.561 3.544 1.085 -0.886 0.25
H 1.059 -0.916 0.585 -0.531 0.146 -0.559 0.41
H 0.307 1.859 -0.502 -0.459 0.407 -1.124 0.42
H 0.855 0.718 2.015 0.526 0.269 0.560 0.28
H 0.426 2.327 1.826 0.109 0.662 -0.582 0.30
H -1.696 -0.224 -1.849 0.633 -1.248 -2.364 0.36
```
Positions in Å, forces in eV/Å.

Entry 2:
A cluster of 2 separate species, C3H4Br2N2 in total, computed with ωB97M-V/def2-TZVPD.

Spin multiplicity: 1
Molecular weight: 227.89 g/mol
Frontier orbital gap (alpha / beta): 8.9 / 7.0 eV
Relative energy (zero: lowest compared OMol25 entry of this formula, charge and spin): 4.248 eV
HOMO (alpha / beta): -0.3063 / -0.2739 Eh
LUMO energy (alpha / beta): 0.562 / -0.457 eV

The geometry in XYZ format:
```
11
Properties=species:S:1:pos:R:3:forces:R:3:mulliken_charge:R:1
C 0.165 1.525 -0.118 3.477 0.556 -1.008 -0.68
C -0.944 1.112 0.293 -1.601 -1.790 0.908 0.16
C -1.339 -0.404 0.285 -0.852 3.847 -5.223 -0.29
N 0.562 -1.092 -0.991 2.221 1.791 -1.022 -0.41
N -0.422 -1.153 -0.456 -2.184 -2.887 1.259 0.29
Br 1.260 3.018 0.022 -0.582 -0.240 -0.180 -0.09
Br 3.462 -1.864 0.335 -0.575 0.213 -1.462 -0.23
H 2.829 -1.639 -1.003 0.717 -0.238 1.550 0.25
H -1.714 1.669 0.742 -0.895 0.862 0.628 0.42
H -1.566 -0.726 1.190 -0.341 -1.938 4.187 0.34
H -2.293 -0.446 -0.298 0.614 -0.177 0.363 0.24
```
Positions in Å, forces in eV/Å.

Entry 3:
A cluster of 9 separate species, ClH16O8 in total, computed with ωB97M-V/def2-TZVPD.

Spin multiplicity: 1
Molecular weight: 179.57 g/mol
Frontier orbital gap: 9.5 eV
Relative energy (zero: lowest compared OMol25 entry of this formula, charge and spin): 1.317 eV
HOMO: -0.2433 Eh
Net charge: -1
LUMO energy: 2.921 eV

The geometry in XYZ format:
```
25
Properties=species:S:1:pos:R:3:forces:R:3:mulliken_charge:R:1
Cl -0.045 0.246 -0.574 0.051 -0.109 0.113 -0.79
O -1.908 2.960 -0.156 -0.370 2.044 0.013 -0.60
H -2.822 3.221 -0.377 0.825 -0.962 0.105 0.27
H -1.706 2.051 -0.343 -0.338 -0.814 -0.163 0.33
O -1.757 -0.756 -2.911 0.387 -1.379 -0.122 -0.64
H -1.388 -1.680 -3.009 -0.518 1.773 0.453 0.31
H -1.413 -0.398 -2.059 0.031 -0.495 -0.559 0.27
O 1.407 -2.187 1.060 -0.292 0.075 -1.665 -0.71
H 1.947 -1.986 1.798 0.995 0.392 1.072 0.33
H 1.537 -1.465 0.406 -0.339 -0.421 0.363 0.34
O 1.843 -0.776 -3.239 2.442 -1.752 -2.132 -0.63
H 2.722 -0.732 -2.809 -1.708 0.673 0.275 0.32
H 1.097 -0.414 -2.820 -0.861 1.040 1.729 0.35
O 2.862 1.013 -1.041 -0.164 1.978 -1.954 -0.60
H 3.214 0.430 -0.435 1.181 -1.855 2.031 0.29
H 1.906 0.929 -0.940 -0.620 -0.010 -0.004 0.27
O -0.906 -1.558 2.294 0.762 -0.050 -0.692 -0.59
H -0.691 -1.566 3.228 0.089 0.225 0.016 0.28
H -0.029 -1.512 1.802 -1.438 -0.399 0.781 0.37
O -2.729 0.606 1.472 -1.673 2.427 1.201 -0.57
H -1.898 0.212 1.405 2.112 -1.459 -0.157 0.29
H -3.346 0.101 0.993 -0.769 -1.128 -0.890 0.29
O 0.471 1.089 2.400 0.696 0.444 1.848 -0.59
H 1.364 1.426 2.307 0.022 0.195 -0.059 0.28
H 0.269 0.746 1.548 -0.503 -0.434 -1.606 0.14
```
Positions in Å, forces in eV/Å.

Entry 4:
A cluster of 2 separate species, C9H15N5 in total, computed with ωB97M-V/def2-TZVPD.

Spin multiplicity: 1
Molecular weight: 193.25 g/mol
Frontier orbital gap: 8.4 eV
Relative energy (zero: lowest compared OMol25 entry of this formula, charge and spin): 3.753 eV
HOMO: -0.2842 Eh
LUMO energy: 0.622 eV

The geometry in XYZ format:
```
29
Properties=species:S:1:pos:R:3:forces:R:3:mulliken_charge:R:1
C -0.366 -1.295 -1.855 2.056 -1.778 1.745 0.51
C 1.648 0.965 0.228 -0.011 -1.385 -1.064 0.45
C 1.089 -1.761 2.357 1.429 2.277 1.061 -0.49
C 1.758 -2.243 1.128 -1.314 -1.640 -2.290 -0.48
C -2.864 2.183 -1.255 3.195 2.388 2.975 -0.45
C 1.184 -0.229 2.219 -1.488 2.377 0.329 -0.50
C 2.727 -1.220 0.662 1.308 2.229 -0.029 -0.61
C -2.257 1.032 -0.426 -1.751 0.387 0.587 -0.46
C -1.957 1.847 -2.391 -0.713 -1.114 -1.222 -0.59
N 0.312 -2.195 -1.534 -0.126 0.142 -0.375 -0.74
N 1.249 1.578 -0.676 0.258 0.765 0.563 -0.66
N 2.068 0.062 1.083 -0.435 0.148 -0.140 -0.12
N -1.240 0.826 -1.578 0.828 0.166 1.378 0.88
N -1.151 -0.396 -2.243 -2.192 1.812 -1.817 -1.22
H 0.084 -1.961 2.310 -2.370 -1.033 0.351 0.35
H 1.530 -2.048 3.332 -0.223 -0.131 -0.674 0.28
H 2.264 -3.135 1.312 0.980 -1.697 0.343 0.46
H 0.985 -2.544 0.289 1.577 1.075 1.560 0.23
H -3.861 2.106 -1.218 -3.790 -0.332 -1.234 0.35
H -2.681 3.176 -0.724 0.134 -1.039 -0.927 0.23
H 0.161 0.368 2.078 1.955 -1.534 0.214 0.13
H 1.698 0.283 3.016 -0.296 -0.210 1.006 0.30
H 3.751 -1.172 1.179 -1.389 -0.634 -0.801 0.23
H 2.825 -1.120 -0.418 0.289 -0.574 -0.033 0.42
H -1.959 1.392 0.556 1.252 -0.218 -0.165 0.17
H -3.059 0.283 -0.139 1.514 -0.028 -1.286 0.32
H -2.471 1.405 -3.263 0.452 -0.114 0.518 0.25
H -1.185 2.490 -2.731 0.138 1.301 -0.377 0.34
H -0.281 1.325 -1.298 -1.267 -1.606 -0.200 0.43
```
Positions in Å, forces in eV/Å.

Entry 5:
A structure of composition C25H23InN5O8S, computed with ωB97M-V/def2-TZVPD.

Spin multiplicity: 1
Molecular weight: 668.37 g/mol
Frontier orbital gap: 6.4 eV
HOMO: -0.2032 Eh
Net charge: -1
LUMO energy: 0.870 eV

The geometry in XYZ format:
```
63
Properties=species:S:1:pos:R:3:forces:R:3:mulliken_charge:R:1
S 1.722 -4.525 3.877 0.002 0.635 0.345 -0.41
C 0.472 -3.544 3.503 1.253 -1.570 -0.547 0.32
N -0.448 -3.039 2.981 -0.718 0.853 0.381 -0.58
In -2.282 -4.081 3.606 -1.515 -0.406 0.256 0.59
H -2.976 -3.141 4.956 0.257 0.010 -0.283 -0.31
H -1.958 -5.740 4.138 0.254 0.277 -0.162 -0.30
H -3.365 -4.087 2.175 0.343 0.131 0.164 -0.34
C 0.991 -1.729 0.541 -0.077 -0.227 -0.020 -0.54
C 2.378 -1.796 0.483 -0.057 0.081 -0.073 -0.54
C 3.085 -0.887 -0.288 0.146 -0.097 0.087 -0.20
C 2.390 0.085 -0.991 -0.096 -0.181 0.142 0.02
C 1.007 0.161 -0.946 -0.168 0.076 -0.033 -0.53
C 0.311 -0.754 -0.175 0.383 0.126 -0.059 -0.33
N 3.134 1.061 -1.790 -0.060 -0.077 0.031 0.99
O 4.348 0.962 -1.830 0.130 0.014 0.004 -0.61
O 2.506 1.921 -2.372 -0.034 0.092 -0.079 -0.61
H 0.431 -2.434 1.147 0.112 0.158 -0.121 0.48
H 2.905 -2.557 1.043 -0.013 0.002 0.020 0.40
H 4.163 -0.940 -0.333 0.002 0.117 -0.075 0.45
H 0.474 0.920 -1.501 0.133 0.065 -0.029 0.47
H -0.760 -0.706 -0.120 -0.118 0.102 0.105 0.58
C -4.071 -2.381 -4.950 0.003 -0.005 -0.002 -0.38
C -3.313 -3.294 -4.231 -0.079 0.126 -0.052 -0.52
C -2.930 -3.008 -2.930 0.130 -0.247 0.002 -0.26
C -3.320 -1.806 -2.368 -0.125 -0.024 -0.281 -0.01
C -4.070 -0.883 -3.072 -0.129 0.206 -0.035 -0.33
C -4.446 -1.175 -4.373 0.052 -0.127 -0.029 -0.52
N -2.933 -1.513 -0.983 -0.117 -0.067 0.147 1.05
O -2.262 -2.327 -0.402 0.028 -0.215 0.010 -0.52
O -3.314 -0.459 -0.495 0.270 -0.038 -0.319 -0.68
H -4.373 -2.610 -5.964 0.006 0.004 -0.003 0.37
H -3.020 -4.232 -4.682 0.018 -0.013 0.022 0.37
H -2.340 -3.717 -2.369 -0.017 0.094 0.133 0.49
H -4.363 0.053 -2.621 0.068 -0.044 0.132 0.50
H -5.035 -0.464 -4.936 -0.002 0.022 0.017 0.37
C 7.487 1.020 -0.914 0.011 -0.071 -0.022 -0.25
C 8.848 0.810 -1.092 -0.121 0.085 0.058 -0.55
C 9.763 1.717 -0.582 0.180 -0.164 -0.103 -0.30
C 9.299 2.824 0.104 -0.196 -0.181 -0.090 0.04
C 7.945 3.050 0.285 -0.179 0.098 0.076 -0.47
C 7.036 2.140 -0.230 0.073 -0.063 -0.020 -0.24
N 10.267 3.775 0.664 0.015 0.022 -0.015 1.01
O 11.447 3.561 0.473 0.103 -0.025 -0.021 -0.62
O 9.833 4.722 1.288 -0.046 0.087 0.049 -0.61
H 6.773 0.309 -1.309 -0.037 0.047 -0.016 0.36
H 9.197 -0.063 -1.626 0.025 0.002 -0.002 0.37
H 10.822 1.554 -0.720 0.028 0.123 0.086 0.44
H 7.595 3.921 0.819 0.139 0.038 0.031 0.43
H 5.976 2.301 -0.098 -0.009 0.004 -0.030 0.38
C -5.414 1.036 1.073 0.013 -0.103 -0.067 -0.27
C -5.961 2.166 0.476 0.012 -0.112 0.144 -0.49
C -6.759 3.027 1.210 -0.008 0.147 -0.240 -0.36
C -6.998 2.746 2.544 0.172 -0.177 -0.127 -0.01
C -6.467 1.623 3.154 0.049 -0.141 0.167 -0.33
C -5.672 0.765 2.411 -0.017 0.063 -0.103 -0.65
N -7.826 3.668 3.330 -0.024 -0.004 -0.011 1.00
O -8.295 4.634 2.761 -0.040 0.083 -0.053 -0.62
O -7.997 3.416 4.505 -0.021 -0.028 0.105 -0.61
H -4.784 0.366 0.496 -0.258 0.228 0.250 0.60
H -5.761 2.377 -0.566 -0.009 0.024 -0.002 0.37
H -7.183 3.904 0.744 -0.056 0.042 0.139 0.44
H -6.664 1.412 4.195 -0.067 0.123 0.011 0.45
H -5.247 -0.115 2.876 0.005 0.003 0.012 0.51
```
Positions in Å, forces in eV/Å.

Entry 6:
A structure of composition C18H15N4NaOS2, computed with ωB97M-V/def2-TZVPD.

Spin multiplicity: 1
Molecular weight: 390.47 g/mol
Frontier orbital gap: 5.3 eV
HOMO: -0.0378 Eh
Net charge: -2
LUMO energy: 4.237 eV

The geometry in XYZ format:
```
41
Properties=species:S:1:pos:R:3:forces:R:3:mulliken_charge:R:1
Na -0.408 1.717 -0.730 -0.255 0.076 -0.061 0.67
N -1.052 4.856 2.996 0.051 0.035 0.078 -0.56
C -0.657 3.919 2.025 -0.106 -0.092 -0.143 0.39
S -1.835 3.548 0.819 -0.118 0.082 0.065 -0.55
N 0.549 3.468 2.189 0.048 0.043 0.099 -1.06
N 0.979 2.574 1.218 0.130 -0.092 -0.075 0.55
C 2.132 2.091 1.488 0.005 0.125 0.179 -0.79
C 2.902 1.107 0.742 0.066 -0.083 -0.081 0.84
C 4.031 0.601 1.395 -0.009 -0.005 -0.030 -0.45
C 4.873 -0.344 0.834 0.024 0.017 0.067 -0.65
C 4.571 -0.796 -0.455 0.026 -0.057 -0.081 -0.28
C 3.483 -0.316 -1.141 -0.059 0.000 -0.066 -0.64
C 2.580 0.661 -0.597 0.136 0.065 0.157 0.28
O 1.598 1.093 -1.258 0.152 -0.141 -0.052 -0.85
H -2.053 4.852 3.116 -0.003 0.008 -0.001 0.22
H -0.534 4.741 3.857 0.002 -0.002 -0.019 0.24
H 2.610 2.427 2.418 -0.051 0.017 -0.005 0.21
H 4.240 0.976 2.394 0.011 -0.004 0.001 0.25
H 5.734 -0.719 1.375 -0.005 0.006 0.005 0.35
H 5.208 -1.539 -0.929 0.005 0.004 0.018 0.31
H 3.258 -0.670 -2.141 -0.012 0.003 -0.004 0.37
C -0.512 -0.417 1.659 0.015 0.021 0.031 -0.88
C -1.243 -1.197 0.605 -0.018 -0.048 0.024 0.65
C -1.568 -2.560 0.818 -0.011 0.039 -0.066 -0.60
C -2.215 -3.240 -0.169 0.022 0.016 0.040 -0.78
C -2.556 -2.589 -1.375 -0.046 -0.067 -0.054 1.36
C -3.234 -3.269 -2.415 0.013 0.001 0.030 -0.86
C -3.539 -2.575 -3.557 -0.011 -0.009 -0.005 -0.38
C -3.196 -1.226 -3.700 -0.022 -0.025 -0.009 -0.44
C -2.530 -0.494 -2.716 0.015 -0.023 -0.056 0.11
S -2.140 1.159 -2.941 -0.043 0.171 -0.125 -0.50
C -2.197 -1.224 -1.508 -0.008 -0.070 0.075 -0.50
N -1.547 -0.574 -0.507 0.046 0.009 0.055 -0.14
H -0.540 -0.925 2.624 -0.016 -0.007 -0.007 0.40
H -0.946 0.579 1.766 0.010 0.013 0.006 0.11
H 0.534 -0.285 1.376 0.016 0.011 -0.013 0.02
H -1.294 -3.033 1.753 -0.008 -0.023 0.000 0.34
H -2.480 -4.286 -0.048 0.004 -0.002 0.008 0.32
H -3.492 -4.315 -2.285 -0.014 -0.005 -0.029 0.27
H -4.057 -3.065 -4.376 -0.001 -0.047 0.027 0.32
H -3.456 -0.712 -4.618 0.020 0.042 0.015 0.35
```
Positions in Å, forces in eV/Å.

Number 1: maximum force 3.8 eV/A. Number 2: maximum force 6.5 eV/A. Number 3: maximum force 3.7 eV/A. Number 4: maximum force 5.0 eV/A. Number 5: maximum force 2.1 eV/A. Number 6: maximum force 0.3 eV/A.